1.
# C14H37IO8P

4 unconnected molecules or ions with the total composition C14H37IO8P in a non-equilibrium geometry (the ωB97M-V functional and the def2-TZVPD basis, OMol25).

LUMO = 2.17 eV
net charge = -1
Kohn-Sham gap = 6.9 eV
total energy = -48884.388 eV
HOMO = -0.174 Eh
relative energy (zero: lowest compared OMol25 entry of this formula, charge and spin) = 0.0 kJ/mol

Cartesian coordinates (Å):
1 O -4.055655 1.939428 -1.035001
2 C -4.676734 1.448053 -1.959938
3 O -4.172310 1.620394 -3.218550
4 C -5.941658 0.695068 -1.893988
5 P -7.425290 1.827817 -2.532561
6 I -8.643841 -0.376071 -3.722213
7 H -4.816983 1.297427 -3.870641
8 H -6.139247 0.384979 -0.864154
9 H -5.930860 -0.179256 -2.555142
10 H -6.708217 1.979297 -3.787802
11 H -8.537140 2.548460 -3.068650
12 H -8.170824 1.464102 -1.367372
13 H -6.846572 3.001470 -1.940237
14 C 0.695480 -1.163404 0.240884
15 O -0.379571 -1.103144 -0.670886
16 C -1.286227 -0.040338 -0.389437
17 C -1.029642 1.184213 -1.228624
18 O 0.269230 1.727442 -0.982400
19 C 1.221393 1.340775 -1.945852
20 H 1.449722 -1.835291 -0.168782
21 H 1.146738 -0.179986 0.393437
22 H 0.365650 -1.551727 1.213605
23 H -1.218422 0.224968 0.671752
24 H -2.300629 -0.393931 -0.584105
25 H -1.781661 1.938245 -0.995695
26 H -1.130732 0.932610 -2.288883
27 H 1.073125 1.878183 -2.890893
28 H 1.179235 0.265784 -2.143585
29 H 2.208295 1.588590 -1.553480
30 C -0.384751 2.301526 6.435560
31 O -0.980577 2.673563 5.212588
32 C -0.058838 2.848220 4.150095
33 C 0.019634 1.643577 3.243673
34 O 0.512023 0.496116 3.918046
35 C -0.498676 -0.412909 4.304947
36 H -1.188220 1.998326 7.104927
37 H 0.310657 1.467901 6.308121
38 H 0.152467 3.143271 6.889698
39 H 0.937429 3.067515 4.550846
40 H -0.386830 3.709606 3.562337
41 H 0.703526 1.864139 2.419176
42 H -0.965688 1.437537 2.814050
43 H -0.902109 -0.950143 3.439291
44 H -1.320947 0.093257 4.817183
45 H -0.041177 -1.132283 4.982739
46 C 7.318117 -2.791151 -1.778749
47 O 6.465549 -3.893581 -2.011114
48 C 5.494496 -4.094062 -0.999823
49 C 4.145370 -3.523918 -1.370039
50 O 4.176452 -2.116346 -1.500114
51 C 4.232891 -1.655063 -2.836011
52 H 7.868736 -2.612169 -2.700548
53 H 6.752377 -1.893845 -1.517631
54 H 8.033664 -3.005111 -0.976179
55 H 5.830766 -3.646684 -0.058064
56 H 5.393432 -5.172418 -0.845954
57 H 3.431926 -3.770377 -0.577561
58 H 3.791027 -3.986089 -2.297417
59 H 3.261964 -1.764557 -3.330821
60 H 4.990399 -2.190433 -3.414431
61 H 4.488260 -0.597573 -2.799629

Forces on the atoms, in the same order (eV/Å):
O -0.490 -0.308 -0.386
C 0.505 0.171 0.214
O -0.163 0.010 -0.110
C -0.010 -0.320 0.033
P 0.613 1.114 0.594
I -0.290 -0.610 -0.329
H 0.101 0.058 0.231
H -0.063 0.121 -0.168
H 0.007 0.191 0.136
H -0.125 -0.176 -0.006
H -0.093 -0.065 -0.106
H -0.071 -0.141 -0.056
H 0.006 -0.064 -0.021
C 0.028 -0.005 0.064
O -0.010 0.019 -0.061
C -0.041 -0.083 0.142
C 0.087 0.113 -0.124
O -0.022 -0.002 0.045
C 0.057 -0.029 -0.013
H -0.023 -0.013 -0.031
H 0.035 -0.016 0.024
H 0.008 0.027 -0.002
H -0.047 -0.013 0.019
H 0.007 -0.015 -0.011
H 0.074 -0.017 -0.009
H -0.034 0.025 -0.024
H -0.028 -0.010 0.006
H 0.031 0.006 -0.006
H 0.003 0.026 -0.004
C 0.029 -0.029 0.003
O -0.089 -0.024 -0.036
C 0.099 0.093 0.094
C -0.031 -0.120 -0.153
O 0.046 0.021 0.073
C -0.017 0.002 -0.005
H -0.002 0.013 0.020
H -0.004 -0.011 0.019
H 0.010 0.002 -0.030
H 0.009 0.030 -0.005
H -0.008 -0.002 0.000
H -0.029 0.010 -0.026
H -0.011 0.015 -0.009
H -0.006 0.025 -0.014
H 0.000 -0.012 0.018
H -0.003 -0.023 -0.009
C -0.018 0.033 0.009
O -0.029 -0.036 -0.083
C 0.112 0.008 0.108
C -0.156 -0.004 -0.091
O 0.097 0.061 0.085
C -0.048 -0.028 -0.011
H 0.024 -0.003 0.001
H 0.013 0.017 -0.009
H -0.025 -0.010 0.013
H 0.013 -0.015 0.018
H -0.004 0.002 -0.001
H -0.007 -0.008 -0.008
H -0.014 -0.007 -0.007
H 0.001 -0.025 0.000
H 0.014 0.019 -0.004
H -0.016 0.014 -0.003

---

2.
# C14H38BBr2N2O10V2

A molecular structure, C14H38BBr2N2O10V2 in a non-equilibrium geometry (the ωB97M-V functional and the def2-TZVPD basis, OMol25).

LUMO = 4.24 eV
net charge = -3
Kohn-Sham gap = 2.7 eV
total energy = -230703.801 eV
HOMO = 0.055 Eh
relative energy (zero: lowest compared OMol25 entry of this formula, charge and spin) = 0.0 kJ/mol

Cartesian coordinates (Å):
1 O -2.401210 15.484810 26.189230
2 V -1.688010 14.108570 26.657120
3 O -0.491150 13.778940 25.652680
4 O -8.546360 12.072710 29.638230
5 V -6.981610 11.999350 30.196800
6 O -6.980360 10.922280 31.326130
7 O -4.905360 17.969520 33.203120
8 C -6.238050 17.958850 32.741030
9 C -6.572460 16.842190 31.649430
10 O -5.861830 15.652010 31.602450
11 H -6.576490 18.919410 32.352600
12 H -6.748860 17.789190 33.688880
13 H -6.479890 17.233750 30.636400
14 H -7.654790 16.716130 31.621740
15 O -0.396500 15.099590 30.350440
16 C 0.932060 15.638470 30.388480
17 C 1.288820 16.776630 31.555000
18 O 0.291040 17.160230 32.516020
19 H 1.166980 16.079460 29.419750
20 H 1.727110 14.893760 30.425970
21 H 1.591320 17.651390 30.979330
22 H 2.140260 16.523460 32.186700
23 B -4.311270 12.027680 27.870620
24 H -5.252480 11.548520 27.649780
25 H -4.435850 13.090900 27.735480
26 H -4.058790 11.783080 28.890760
27 H -3.573900 11.621010 27.195980
28 Br 0.714320 8.060280 27.734530
29 C -0.206860 8.055570 29.532660
30 C 0.524290 8.897890 30.549860
31 Br -0.606720 8.903590 32.157980
32 H -0.291520 7.023750 29.873680
33 H -1.188190 8.493890 29.351160
34 H 0.753960 9.904170 30.199500
35 H 1.452060 8.366300 30.761380
36 C -4.332120 15.714980 21.372230
37 C -5.730100 15.480850 22.095680
38 C -6.887600 15.353800 21.133220
39 O -7.307460 16.599290 20.514830
40 C -8.329150 16.511950 19.621490
41 N -5.495000 14.280340 22.920620
42 H -4.014540 14.900550 20.721110
43 H -3.639620 15.826120 22.206610
44 H -4.268050 16.606000 20.747670
45 H -5.895180 16.343510 22.741170
46 H -7.781070 14.877140 21.536450
47 H -6.729810 14.724920 20.257030
48 H -9.233760 16.150490 20.110510
49 H -8.088020 15.683060 18.955980
50 H -8.483500 17.511470 19.215000
51 H -5.708740 13.439030 22.404270
52 H -6.112940 14.218490 23.717130
53 C -9.694270 9.414850 24.641680
54 C -10.771820 10.527870 24.573160
55 C -11.509370 10.571500 23.200150
56 O -10.814180 11.292370 22.224240
57 C -11.362180 11.321500 20.927720
58 N -11.701950 10.213730 25.619760
59 H -9.266860 9.424520 25.644340
60 H -8.914310 9.699530 23.935480
61 H -10.122150 8.434450 24.432370
62 H -10.372400 11.518200 24.791800
63 H -12.464460 11.023230 23.468170
64 H -11.597550 9.540170 22.858530
65 H -10.838650 10.552910 20.359150
66 H -11.035720 12.285610 20.537820
67 H -12.444330 11.221280 21.011400
68 H -11.155040 10.280590 26.466230
69 H -12.404150 10.918730 25.792970

Forces on the atoms, in the same order (eV/Å):
O 0.762 -1.380 0.464
V -1.345 1.514 0.254
O 0.089 -0.319 0.126
O 2.102 0.207 0.359
V -1.940 1.172 -1.977
O 0.472 -0.955 1.188
O -2.672 0.618 -1.643
C 4.410 0.114 2.759
C 0.780 -3.015 -2.445
O -1.712 1.417 1.140
H -0.148 0.308 -0.646
H -1.214 -0.776 -0.144
H 0.851 1.282 -0.195
H -0.748 -0.368 1.195
O 3.525 1.094 -0.315
C -2.926 -1.627 -0.801
C -3.124 1.974 3.363
O 2.422 -0.984 -2.664
H -0.344 0.991 -0.062
H 0.077 -0.768 0.827
H -0.036 0.267 -0.582
H 0.601 -1.126 -0.418
B 0.054 0.450 0.401
H -4.018 -1.943 -1.165
H -0.361 4.369 -0.475
H 1.221 -0.812 4.176
H 3.191 -1.758 -2.780
Br -0.337 -0.079 1.087
C -0.424 0.519 -0.535
C 0.473 -0.716 -0.370
Br 0.496 0.131 -0.409
H 0.045 0.121 -0.298
H 0.071 -0.255 -0.235
H -0.382 -0.015 0.287
H 0.024 0.343 0.463
C -0.915 0.446 0.618
C 1.805 -0.271 -0.879
C -1.605 0.384 -1.656
O 2.119 0.722 2.258
C -0.486 -1.063 0.317
N -0.746 0.215 -0.173
H -0.233 -0.386 0.283
H 0.234 -0.124 -0.255
H -0.363 0.250 0.111
H -0.095 -0.105 0.088
H -0.155 0.138 0.892
H 0.982 -0.592 -0.069
H -0.607 0.247 0.207
H -0.083 0.296 -1.176
H -0.039 -0.356 -0.476
H 0.238 -0.163 -0.366
H -0.035 0.338 0.307
C -0.100 1.528 -0.224
C 0.447 -0.360 -0.956
C 0.601 -0.467 1.095
O 0.663 0.709 0.887
C 0.842 0.128 0.958
N -0.907 -0.468 0.997
H 0.129 -0.148 -0.051
H 0.168 -0.423 -0.040
H -0.022 0.097 -0.088
H 0.637 0.094 -0.532
H -0.508 0.030 -0.597
H -0.579 -0.258 0.041
H -0.598 -0.323 -0.436
H -0.465 0.049 -0.322
H -0.086 -0.048 -0.611
H 0.059 -0.445 0.414
H -0.229 0.335 -0.497